{"formula": "C4H3IO2", "method": "ωB97M-V with the def2-TZVPD basis set", "smiles": "C#C[C@H](I)OC=O", "fmax_ha_per_bohr": 0.0704, "symbols": ["C", "C", "C", "C", "O", "O", "I", "H", "H", "H"], "xyz": [[0.529, -2.480, 0.187], [-0.071, -1.452, 0.037], [0.706, 1.907, -0.369], [-0.553, -0.100, 0.122], [-0.088, 0.925, -0.808], [1.012, 2.142, 0.752], [-2.755, -0.235, -0.070], [0.871, -3.449, 0.348], [0.913, 2.340, -1.377], [-0.564, 0.403, 1.178]]}



{"formula": "C7H12S", "method": "ωB97M-V with the def2-TZVPD basis set", "smiles": "C1C[C@@H]2CC[C@H](C1)S2", "fmax_ha_per_bohr": 0.1033, "symbols": ["C", "C", "C", "C", "C", "C", "C", "H", "H", "H", "H", "H", "H", "H", "H", "H", "H", "H", "H", "S"], "xyz": [[1.906, 0.094, 0.434], [0.922, 1.253, 0.004], [-0.495, 1.047, 0.632], [-1.735, 0.761, -0.335], [-1.355, -0.851, -0.693], [-0.335, -1.220, 0.381], [1.129, -1.140, -0.168], [1.905, 0.144, 1.569], [2.968, 0.187, -0.078], [1.322, 2.291, 0.375], [0.680, 1.175, -1.227], [-0.679, 1.992, 1.031], [-2.101, 1.488, -1.291], [-2.569, 0.750, 0.544], [-2.284, -1.446, -0.615], [-1.061, -0.879, -1.668], [-0.424, -2.284, 0.458], [1.618, -2.080, 0.073], [1.212, -0.972, -1.293], [-0.627, -0.310, 1.867]]}



{"formula": "C20H17LuN7O2S2", "method": "ωB97M-V with the def2-TZVPD basis set", "charge": 1, "fmax_ha_per_bohr": 0.0651, "symbols": ["Lu", "N", "C", "C", "C", "C", "C", "C", "C", "C", "N", "C", "H", "H", "H", "H", "H", "H", "H", "H", "N", "C", "C", "C", "C", "C", "C", "S", "O", "O", "N", "C", "N", "C", "C", "C", "N", "H", "H", "H", "H", "H", "H", "H", "H", "H", "S", "C", "N"], "xyz": [[-0.468, -0.465, -0.349], [-1.889, 0.929, 1.243], [-1.185, 0.839, 2.503], [-1.834, 0.792, 3.704], [-1.117, 0.678, 4.910], [0.246, 0.632, 4.902], [0.947, 0.667, 3.677], [2.354, 0.572, 3.596], [2.956, 0.532, 2.371], [2.166, 0.572, 1.214], [0.848, 0.692, 1.245], [0.229, 0.752, 2.465], [-1.721, 1.844, 0.828], [-2.884, 0.864, 1.414], [-2.917, 0.836, 3.739], [-1.666, 0.636, 5.841], [0.808, 0.548, 5.823], [2.933, 0.520, 4.509], [4.029, 0.442, 2.278], [2.620, 0.533, 0.229], [-1.056, -0.082, -8.612], [-0.901, -0.077, -7.268], [-1.184, 1.082, -6.520], [-1.044, 1.090, -5.154], [-0.616, -0.069, -4.517], [-0.313, -1.227, -5.227], [-0.450, -1.228, -6.593], [-0.442, -0.135, -2.793], [-0.575, -1.537, -2.324], [-1.495, 0.621, -2.058], [0.887, 0.357, -2.000], [2.081, 0.677, -2.624], [3.102, 0.915, -1.790], [4.269, 1.220, -2.344], [4.453, 1.297, -3.713], [3.329, 1.060, -4.482], [2.148, 0.757, -3.953], [-1.422, 0.719, -9.091], [-0.911, -0.922, -9.141], [-1.516, 1.976, -7.033], [-1.257, 1.980, -4.577], [0.023, -2.109, -4.700], [-0.212, -2.121, -7.157], [5.082, 1.419, -1.653], [5.414, 1.528, -4.146], [3.360, 1.120, -5.564], [1.216, -3.358, 2.886], [0.334, -2.677, 1.777], [-0.342, -2.142, 0.951]]}



Number 1: HOMO -9.7616 eV. Number 2: HOMO -8.7488 eV. Number 3: HOMO -11.0491 eV.